The following is a quantum chemistry calculation of a structure of composition C37H37Cl3HfO2P2 at a distorted geometry, from the OMol25 dataset.

As for the energy above the lowest of the compared OMol25 structures with the same formula, charge and spin: 0.000 eV. As for the highest occupied orbital energy (alpha / beta): -11.8224 / -11.5122 eV. The frontier orbital gap (alpha / beta) is 5.05 / 4.75 eV. Its total energy is -3693.144584 a.u.

Geometry as ORCA input:
```
! RIJCOSX wB97M-V def2-TZVPD def2/J DEFGRID3
* xyz 2 1
Hf -0.724 1.382 0.826
C -2.417 0.996 -3.513
C -2.298 -0.290 -3.133
C -1.333 -1.271 -3.686
C 0.024 -0.631 -4.070
C 0.583 0.192 -2.957
C 0.482 1.520 -2.827
C -0.253 2.413 -3.760
C -1.546 1.817 -4.406
C 1.688 -0.341 2.853
H -3.337 1.530 -3.188
H -3.096 -0.711 -2.513
H -1.768 -1.781 -4.571
H -1.174 -2.065 -2.939
H 0.725 -1.454 -4.273
H -0.085 -0.086 -5.012
H 1.175 -0.398 -2.270
H 1.027 2.033 -2.018
H 0.398 2.709 -4.591
H -0.529 3.332 -3.230
H -2.161 2.681 -4.708
H -1.307 1.291 -5.341
H 0.878 0.375 3.060
H 2.514 -0.135 3.557
H 1.314 -1.360 3.011
P -1.247 -1.142 0.448
P 2.464 -0.298 1.252
C 0.287 -1.589 -0.296
C 1.579 -1.131 -0.060
C -2.236 -2.591 0.796
C -2.416 -3.618 -0.154
C -3.275 -4.674 0.135
C -3.956 -4.708 1.355
C -3.709 -3.742 2.337
C -2.824 -2.703 2.075
C -2.372 0.116 -0.248
C -1.888 1.301 -0.904
C -2.248 2.580 -0.372
C -3.485 2.612 0.329
C -4.250 1.454 0.442
C -3.746 0.194 0.156
C 4.019 -1.214 1.449
C 3.913 -2.571 1.798
C 5.051 -3.343 2.043
C 6.326 -2.776 1.907
C 6.439 -1.439 1.511
C 5.300 -0.658 1.288
C 2.797 1.421 0.805
C 2.735 2.521 1.690
C 2.935 3.818 1.208
C 3.181 4.043 -0.147
C 3.222 2.963 -1.034
C 3.020 1.667 -0.560
H 0.168 -2.429 -0.986
H 2.338 -1.510 -0.769
H -1.890 -3.569 -1.105
H -3.407 -5.478 -0.588
H -4.660 -5.507 1.561
H -4.204 -3.800 3.310
H -2.567 -1.963 2.832
H -1.227 1.223 -1.766
H -1.751 3.489 -0.723
H -3.852 3.586 0.678
H -5.281 1.534 0.801
H -4.323 -0.729 0.268
H 2.931 -3.046 1.861
H 4.943 -4.395 2.319
H 7.218 -3.382 2.095
H 7.433 -1.009 1.359
H 5.414 0.373 0.957
H 2.491 2.367 2.743
H 2.884 4.665 1.899
H 3.325 5.056 -0.527
H 3.395 3.117 -2.101
H 2.964 0.834 -1.260
Cl -2.519 0.762 5.805
C -2.768 1.872 4.452
Cl -4.365 1.607 3.699
Cl -2.546 3.549 4.919
C -1.735 1.591 3.270
O -1.503 0.392 2.920
O -1.300 2.559 2.522
*
```